1.
17
Properties=species:S:1:pos:R:3:forces:R:3 method="wB97M-V/def2-TZVPD" gap_ev=10.19 smiles=C[C@H]1C[C@@]2(O)C[C@@H]12 total_charge=0 homo_ev=-9.31 e_above_lowest_ev=2.3313
C -0.887455 -1.198377 1.756493 0.20 0.00 0.01
C -0.784576 -0.382303 0.477689 0.30 -0.07 0.07
C -0.167180 1.023364 0.410476 -0.17 0.39 0.12
C 0.266389 0.716224 -1.040034 0.02 0.12 0.27
O -0.288555 1.332776 -2.143553 0.16 0.34 -0.15
C 1.578287 0.087526 -0.972623 -0.16 -0.37 0.32
C 0.176783 -0.739710 -0.696872 0.51 -0.18 -0.07
H -1.458181 -0.679464 2.538638 0.14 0.01 -0.21
H 0.106747 -1.427573 2.146108 -0.04 -0.02 0.10
H -1.410101 -2.146126 1.563712 0.21 0.18 0.00
H -1.809635 -0.278121 0.068345 0.56 -0.30 -0.22
H 0.704611 1.051312 1.076226 -0.18 0.39 -0.17
H -0.783515 1.909464 0.528389 -0.25 -0.07 0.20
H 0.238136 2.119221 -2.326213 -0.10 0.05 -0.11
H 2.041203 -0.060900 -1.960993 -0.49 -0.73 0.48
H 2.315067 0.364279 -0.218893 -0.30 -0.04 0.06
H 0.161974 -1.691590 -1.206894 -0.40 0.31 -0.70

2.
17
Properties=species:S:1:pos:R:3:forces:R:3 method="wB97M-V/def2-TZVPD" gap_ev=10.21 smiles="CC1(O)CC=CC1" total_charge=0 homo_ev=-9.24 e_above_lowest_ev=0.0833
C -1.773688 -0.569852 -0.327353 -0.06 0.01 0.00
C -0.472662 -0.056493 0.289279 0.04 -0.01 -0.34
O -0.616172 0.096244 1.700556 0.04 -0.21 0.19
C -0.000905 1.338090 -0.186706 -0.04 0.01 -0.02
C 1.496663 1.189598 -0.301564 0.07 -0.13 -0.01
C 1.883253 -0.080698 -0.217723 -0.01 0.17 -0.02
C 0.707739 -1.002216 -0.044750 0.00 -0.05 0.01
H -1.877790 -1.646766 -0.138670 -0.03 0.18 0.03
H -1.784144 -0.427340 -1.414021 0.04 -0.02 0.17
H -2.640199 -0.063313 0.107012 0.13 0.02 -0.08
H -0.600219 -0.776209 2.109127 -0.06 0.02 -0.01
H -0.445224 1.629425 -1.147783 0.05 -0.09 0.12
H -0.297694 2.088336 0.554544 0.02 -0.09 -0.13
H 2.163172 2.033909 -0.454974 -0.10 -0.12 0.02
H 2.905684 -0.438494 -0.300223 -0.13 0.10 0.03
H 0.843512 -1.754929 0.744922 0.00 0.13 -0.09
H 0.508676 -1.559296 -0.971670 0.03 0.08 0.13

3.
17
Properties=species:S:1:pos:R:3:forces:R:3 method="wB97M-V/def2-TZVPD" gap_ev=9.49 smiles="O[C@@H]1C=CCCC1" total_charge=0 homo_ev=-8.57 e_above_lowest_ev=1.9104
O -0.670459 2.238306 0.573663 0.10 0.19 0.03
C -0.832887 0.837298 0.739288 0.08 -0.31 -0.12
C -1.168966 0.194667 -0.619269 -0.04 -0.04 -0.05
C 0.148182 -0.218651 -1.270587 -0.06 -0.08 -0.11
C 0.680771 -1.437640 -0.495121 -0.19 -0.22 -0.10
C 0.942957 -0.938597 0.891645 -0.07 -0.26 -0.05
C 0.438382 0.244236 1.284827 0.32 -0.25 -0.74
H -0.088644 2.533482 1.288542 -0.22 0.05 -0.18
H -1.657254 0.640514 1.454675 0.32 0.09 -0.23
H -1.754055 0.883879 -1.234358 0.09 0.03 0.17
H -1.785885 -0.694824 -0.435463 0.04 0.12 -0.13
H 0.849102 0.619705 -1.122500 -0.07 -0.31 -0.18
H 0.097910 -0.372514 -2.350582 -0.28 -0.28 0.11
H 0.018363 -2.304234 -0.539754 -0.12 -0.05 -0.33
H 1.663980 -1.741008 -0.881612 -0.25 -0.10 0.05
H 1.790405 -1.343247 1.442965 0.30 0.32 -0.41
H 1.328097 0.858630 1.273637 0.05 1.10 2.27

4.
17
Properties=species:S:1:pos:R:3:forces:R:3 method="wB97M-V/def2-TZVPD" gap_ev=9.48 smiles="C[C@H]1CC=CCO1" total_charge=0 homo_ev=-8.57 e_above_lowest_ev=2.4972
C 1.053242 -1.916294 -0.304160 0.03 -0.07 0.01
C 0.491621 -0.609744 0.212270 0.30 -0.06 0.00
C 0.723466 0.545566 -0.754141 0.44 -0.07 0.24
C -0.086819 1.715244 -0.335911 0.71 -0.11 0.09
C -1.178854 1.637149 0.457232 0.24 -0.61 -1.24
C -1.495532 0.310980 1.093260 -0.18 0.13 0.02
O -0.895134 -0.801379 0.436513 0.04 -0.06 -0.03
H 2.121027 -1.812500 -0.524265 -0.14 -0.03 0.04
H 0.532866 -2.209677 -1.222823 0.07 0.06 0.12
H 0.916758 -2.707296 0.437050 0.03 0.06 -0.10
H 0.975686 -0.337175 1.165245 -0.05 -0.12 0.00
H 0.391531 0.249841 -1.768738 0.10 0.21 0.32
H 1.769874 0.832552 -0.831521 0.30 -0.28 0.00
H 0.098264 2.682286 -0.809553 -0.14 -0.33 -0.43
H -1.665702 1.972570 -0.494770 -1.88 1.20 1.26
H -1.180676 0.326194 2.153699 0.00 0.08 -0.28
H -2.571618 0.121683 1.090610 0.13 0.01 -0.04